# 1
The following is a quantum chemistry calculation of C47H42ClInO4P2STe as an isolated structure, from OMol25.

```
! RIJCOSX wB97M-V def2-TZVPD def2/J DEFGRID3
* xyz 2 1
Te 2.415 1.065 1.554
In 0.362 -0.036 -0.232
Cl -0.267 -2.897 6.502
S -2.387 0.232 -1.956
P 0.797 1.017 -2.537
P -1.712 0.251 1.215
O -0.051 -2.093 -1.087
O -3.521 -0.621 -2.359
O 1.489 -4.448 1.121
O 1.261 -1.830 0.635
C -3.623 -3.312 0.839
C 1.664 3.489 -1.719
C 2.644 -2.608 -4.617
C 1.572 -1.965 -5.216
C 2.045 3.155 1.750
C -4.011 2.417 -1.408
C -2.515 2.193 -5.476
C 3.748 4.504 -2.346
C -1.906 1.193 -3.386
C -0.333 -4.061 2.683
C 0.211 1.678 5.118
C -0.422 2.618 4.316
C -2.625 -1.258 1.587
C -4.059 -2.498 3.063
C 3.443 -3.804 2.939
C -0.734 -3.704 3.966
C 1.574 -3.406 4.584
C -0.376 -0.058 3.563
C 1.014 -4.091 2.367
C -3.082 1.522 -0.897
C -4.242 -3.455 2.073
C 4.095 1.275 0.264
C -2.895 1.420 0.489
C 3.189 2.317 -3.183
C -2.815 -2.214 0.589
C 1.520 -0.377 -3.416
C -4.772 3.199 -0.554
C 3.156 -2.144 -3.409
C -1.038 0.885 2.766
C 0.711 -4.094 0.018
C -1.036 2.229 3.133
C 1.005 -0.846 -4.618
C 0.242 0.342 4.737
C -3.252 -1.398 2.826
C -4.634 3.062 0.819
C -1.227 2.691 -5.609
C 4.067 3.391 -3.112
C -0.262 2.393 -4.658
C -3.704 2.175 1.337
C -2.857 1.438 -4.363
C 0.639 -2.598 -0.162
C 1.990 -3.767 3.312
C -0.587 1.619 -3.543
C 2.543 4.556 -1.652
C 0.223 -3.371 4.904
C 1.988 2.366 -2.481
C 2.591 -1.037 -2.805
H 4.376 0.287 -0.093
H -1.781 -3.696 4.231
H -0.352 -1.107 3.281
H -0.961 3.289 -6.470
H -4.166 2.489 -2.475
H 0.753 2.744 -4.798
H -0.313 -4.478 0.052
H -3.112 -0.660 3.606
H 2.289 5.433 -1.071
H 4.065 -3.501 3.779
H -5.494 3.893 -0.962
H 4.905 1.683 0.863
H 1.811 3.348 2.792
H 4.434 5.339 -2.297
H -0.445 3.658 4.613
H 0.165 -0.353 -5.091
H 0.678 1.986 6.044
H 3.082 -3.477 -5.088
H 3.439 1.454 -3.786
H -5.255 3.640 1.489
H 1.225 3.470 1.114
H -2.347 -2.114 -0.381
H 2.960 3.672 1.468
H -3.255 2.390 -6.240
H -3.848 1.015 -4.252
H 3.854 1.933 -0.564
H -1.090 -4.327 1.956
H 2.990 -0.681 -1.859
H -4.876 -4.311 2.263
H -4.548 -2.606 4.022
H 1.173 -2.331 -6.151
H -1.513 2.976 2.512
H 1.180 -4.521 -0.870
H 3.640 -3.142 2.094
H -3.777 -4.049 0.062
H 0.713 3.538 -1.195
H 2.308 -3.153 5.339
H 4.998 3.359 -3.661
H 3.742 -4.807 2.632
H 3.992 -2.648 -2.943
H 0.732 -0.396 5.358
H -3.621 2.061 2.410
*
```

Results
**Relative energy (zero: lowest compared OMol25 entry of this formula, charge and spin)**: 0.0000 eV
**Electronic energy**: -112000.934 eV
**Frontier orbital gap**: 6.931 eV
**Max |F|**: 0.0027 Eh/bohr

How positive or negative is each atom? The Löwdin charges in e answer that: atom 1 (Te): 1.39, atom 2 (In): 0.48, atom 3 (Cl): 0.70, atom 4 (S): 0.90, atom 5 (P): 1.04, atom 6 (P): 1.04, atom 7 (O): -0.05, atom 8 (O): -0.42, atom 9 (O): -0.01, atom 10 (O): -0.10, atom 11 (C): -0.05, atom 12 (C): -0.11, atom 13 (C): -0.04, atom 14 (C): -0.04, atom 15 (C): -0.37, atom 16 (C): -0.04, atom 17 (C): -0.02, atom 18 (C): -0.04, atom 19 (C): -0.37, atom 20 (C): 0.00, atom 21 (C): -0.04, atom 22 (C): -0.07, atom 23 (C): -0.33, atom 24 (C): -0.06, atom 25 (C): -0.01, atom 26 (C): -0.11, atom 27 (C): -0.05, atom 28 (C): -0.12, atom 29 (C): -0.23, atom 30 (C): -0.33, atom 31 (C): -0.04, atom 32 (C): -0.37, atom 33 (C): -0.33, atom 34 (C): -0.07, atom 35 (C): -0.09, atom 36 (C): -0.37, atom 37 (C): -0.02, atom 38 (C): -0.05, atom 39 (C): -0.40, atom 40 (C): -0.07, atom 41 (C): -0.10, atom 42 (C): -0.04, atom 43 (C): -0.06, atom 44 (C): -0.07, atom 45 (C): -0.03, atom 46 (C): -0.03, atom 47 (C): -0.05, atom 48 (C): -0.06, atom 49 (C): -0.07, atom 50 (C): -0.06, atom 51 (C): -0.58, atom 52 (C): -0.19, atom 53 (C): -0.34, atom 54 (C): -0.06, atom 55 (C): -0.67, atom 56 (C): -0.39, atom 57 (C): -0.11, atom 58 (H): 0.01, atom 59 (H): 0.10, atom 60 (H): 0.10, atom 61 (H): 0.12, atom 62 (H): 0.11, atom 63 (H): 0.12, atom 64 (H): 0.14, atom 65 (H): 0.12, atom 66 (H): 0.12, atom 67 (H): 0.08, atom 68 (H): 0.12, atom 69 (H): 0.02, atom 70 (H): 0.00, atom 71 (H): 0.12, atom 72 (H): 0.12, atom 73 (H): 0.11, atom 74 (H): 0.12, atom 75 (H): 0.12, atom 76 (H): 0.12, atom 77 (H): 0.12, atom 78 (H): 0.00, atom 79 (H): 0.08, atom 80 (H): 0.02, atom 81 (H): 0.13, atom 82 (H): 0.13, atom 83 (H): -0.01, atom 84 (H): 0.11, atom 85 (H): 0.09, atom 86 (H): 0.12, atom 87 (H): 0.12, atom 88 (H): 0.12, atom 89 (H): 0.11, atom 90 (H): 0.16, atom 91 (H): 0.08, atom 92 (H): 0.12, atom 93 (H): 0.11, atom 94 (H): 0.12, atom 95 (H): 0.12, atom 96 (H): 0.10, atom 97 (H): 0.12, atom 98 (H): 0.09, atom 99 (H): 0.11

---

# 2
The following is a quantum chemistry calculation of C47H43FN2O12PS as an isolated structure in a non-equilibrium geometry, from OMol25.

```
! RIJCOSX wB97M-V def2-TZVPD def2/J DEFGRID3
* xyz 1 1
S 3.911 4.745 -2.245
P 1.771 1.592 -2.616
F 1.295 2.712 -3.591
O -4.576 -3.048 -3.573
O 4.696 -2.530 -3.968
O 2.480 -12.182 -3.271
O -5.964 0.572 5.859
O -0.385 5.741 8.919
O -2.270 8.109 6.558
O -2.345 4.035 4.304
O 4.170 -7.225 -4.052
O 3.805 -4.950 0.656
O -5.900 9.554 10.133
O 0.676 -3.276 -2.921
O -3.152 1.083 1.400
N 3.231 2.075 -1.987
N 1.200 -2.645 -8.113
C -5.187 9.630 7.891
C 3.798 -5.102 -1.692
C 3.467 3.295 -2.071
C -2.767 -3.915 -2.342
C -2.628 4.212 6.637
C -1.896 4.425 5.364
C 4.021 -4.501 -2.858
C -1.137 -2.412 -4.157
C 3.515 -10.276 -2.360
C 3.783 -8.364 -3.873
C 1.927 -0.517 -6.089
C 4.488 -2.997 -0.460
C -2.457 -2.353 -4.320
C -3.897 8.398 9.697
C -5.070 9.224 9.315
C 4.493 -3.096 -2.912
C 3.941 -9.031 -2.558
C 0.462 1.436 -1.390
C 4.710 -2.392 -1.623
C -5.321 0.691 4.839
C 2.314 -2.003 -6.030
C -0.104 5.561 6.590
C -3.103 8.444 7.377
C -0.834 5.350 7.863
C 0.746 2.117 -0.023
C 2.547 0.345 -4.983
C -3.798 0.969 2.426
C -4.916 2.023 4.332
C -3.377 -3.101 -3.424
C -0.596 5.131 5.432
C 2.508 -2.616 -7.419
C 4.011 -4.403 -0.405
C 2.711 -10.380 -4.765
C -2.136 4.640 7.796
C -2.985 8.039 8.797
C -0.315 4.028 1.195
C -0.530 -3.224 -3.074
C -1.447 -3.972 -2.182
C -4.200 -0.366 2.929
C -4.210 2.153 3.214
C -0.066 5.139 1.571
C -4.906 -0.497 4.049
C 3.137 -9.135 -4.961
C -4.274 9.268 6.993
C -0.564 2.721 0.555
C 1.928 0.087 -3.577
C 2.866 -11.050 -3.450
H 0.177 0.389 -1.250
H -0.954 2.056 1.328
H 4.641 -2.503 0.491
H -0.451 -1.878 -4.805
H 4.418 -8.453 -1.777
H -2.920 -1.768 -5.104
H 5.059 -1.367 -1.686
H 2.236 -10.959 -5.546
H 3.631 0.213 -4.914
H -1.342 2.888 -0.192
H 3.621 -10.781 -1.409
H 3.452 -6.125 -1.631
H 2.636 -0.530 -3.003
H -3.575 3.692 6.569
H -0.080 5.276 4.492
H 1.491 2.913 -0.080
H -0.983 -4.559 -1.400
H -2.655 4.495 8.736
H 0.942 -1.684 -8.320
H 2.299 -0.120 -7.044
H -0.418 1.923 -1.832
H -3.453 -4.453 -1.701
H -3.829 8.110 10.738
H 2.406 1.391 -5.287
H -5.210 -1.461 4.435
H -6.049 10.231 7.632
H 3.033 -8.629 -5.912
H 1.344 -3.078 -9.021
H 3.266 -2.047 -7.980
H -3.889 -1.218 2.338
H -2.121 7.440 9.055
H -3.906 3.115 2.831
H -5.226 2.876 4.922
H 1.559 -2.624 -5.534
H 1.102 1.362 0.680
H 0.286 6.142 1.671
H 0.842 6.083 6.660
H 0.981 -0.459 -3.585
H 2.869 -3.644 -7.329
H 3.238 -2.135 -5.458
H 3.868 -5.002 -3.802
H 0.841 -0.360 -6.116
H -4.341 9.554 5.951
*
```

Results
**Electronic energy**: -99814.106 eV
**Frontier orbital gap**: 7.801 eV
**Max |F|**: 0.0283 Eh/bohr

Atomic partial charges in e from the Löwdin method, atoms 1 to 99: atom 1 (S): 0.95, atom 2 (P): 0.87, atom 3 (F): -0.10, atom 4 (O): 0.13, atom 5 (O): 0.08, atom 6 (O): 0.12, atom 7 (O): 0.12, atom 8 (O): 0.10, atom 9 (O): 0.10, atom 10 (O): 0.08, atom 11 (O): 0.08, atom 12 (O): 0.12, atom 13 (O): 0.12, atom 14 (O): 0.08, atom 15 (O): 0.07, atom 16 (N): -0.03, atom 17 (N): 0.00, atom 18 (C): 0.03, atom 19 (C): 0.03, atom 20 (C): -0.83, atom 21 (C): 0.03, atom 22 (C): 0.03, atom 23 (C): -0.36, atom 24 (C): 0.03, atom 25 (C): 0.01, atom 26 (C): 0.03, atom 27 (C): -0.37, atom 28 (C): -0.20, atom 29 (C): 0.03, atom 30 (C): 0.04, atom 31 (C): 0.03, atom 32 (C): -0.38, atom 33 (C): -0.37, atom 34 (C): 0.02, atom 35 (C): -0.21, atom 36 (C): 0.01, atom 37 (C): -0.38, atom 38 (C): -0.21, atom 39 (C): 0.03, atom 40 (C): -0.38, atom 41 (C): -0.40, atom 42 (C): -0.20, atom 43 (C): -0.21, atom 44 (C): -0.37, atom 45 (C): 0.02, atom 46 (C): -0.38, atom 47 (C): 0.02, atom 48 (C): -0.28, atom 49 (C): -0.38, atom 50 (C): 0.03, atom 51 (C): 0.02, atom 52 (C): 0.02, atom 53 (C): -0.13, atom 54 (C): -0.38, atom 55 (C): 0.02, atom 56 (C): 0.02, atom 57 (C): 0.01, atom 58 (C): 0.10, atom 59 (C): 0.03, atom 60 (C): 0.02, atom 61 (C): 0.02, atom 62 (C): -0.20, atom 63 (C): -0.21, atom 64 (C): -0.38, atom 65 (H): 0.11, atom 66 (H): 0.10, atom 67 (H): 0.12, atom 68 (H): 0.09, atom 69 (H): 0.12, atom 70 (H): 0.13, atom 71 (H): 0.12, atom 72 (H): 0.13, atom 73 (H): 0.12, atom 74 (H): 0.12, atom 75 (H): 0.13, atom 76 (H): 0.11, atom 77 (H): 0.10, atom 78 (H): 0.11, atom 79 (H): 0.10, atom 80 (H): 0.09, atom 81 (H): 0.12, atom 82 (H): 0.13, atom 83 (H): 0.05, atom 84 (H): 0.12, atom 85 (H): 0.11, atom 86 (H): 0.13, atom 87 (H): 0.13, atom 88 (H): 0.10, atom 89 (H): 0.12, atom 90 (H): 0.12, atom 91 (H): 0.12, atom 92 (H): 0.07, atom 93 (H): 0.11, atom 94 (H): 0.12, atom 95 (H): 0.10, atom 96 (H): 0.11, atom 97 (H): 0.12, atom 98 (H): 0.09, atom 99 (H): 0.12

---

# 3
The following is a quantum chemistry calculation of C47H43N3O6SZr as an isolated structure in a non-equilibrium geometry, from OMol25.

```
! RIJCOSX wB97M-V def2-TZVPD def2/J DEFGRID3
* xyz 0 1
Zr 0.301 1.089 0.820
S 0.333 3.582 -0.133
O -0.672 1.121 -3.618
O 1.779 0.939 -0.382
O -0.776 -0.178 -0.212
O 1.529 0.557 -3.753
O 1.613 1.011 2.340
O -0.792 -0.356 2.465
N -0.613 2.570 2.325
N -1.470 3.588 1.890
N -1.813 5.123 0.254
C 3.492 0.521 -1.967
C -0.698 -2.648 1.843
C -2.833 -3.340 5.544
C 4.806 2.423 -2.677
C -2.525 -1.175 -3.359
C 2.703 -3.969 0.197
C -2.281 -3.552 -3.671
C 2.146 0.026 -1.401
C 2.342 -2.500 -1.678
C 2.314 -1.388 -0.836
C -2.186 -3.096 4.343
C 1.493 0.986 3.660
C -1.165 -2.442 -1.851
C -1.694 -1.219 -2.239
C 5.779 0.233 -2.691
C -1.073 4.097 0.770
C -2.103 -0.749 4.870
C 4.584 -0.299 -2.210
C -2.604 0.900 -1.288
C -1.455 -3.604 -2.558
C 2.524 -3.778 -1.168
C -1.811 -1.798 4.001
C 0.158 0.404 -5.725
C 0.441 1.720 5.716
C 2.333 0.266 5.809
C 2.414 0.270 4.431
C 1.341 0.997 6.468
C 2.716 -2.866 1.037
C -3.878 2.942 -1.382
C -1.080 -1.511 2.740
C -2.716 2.228 -1.665
C 0.483 1.711 4.317
C -2.741 -0.993 6.074
C 0.468 1.180 -4.467
C -1.337 0.076 -1.502
C -0.459 2.547 3.594
C 5.895 1.591 -2.929
C -4.819 1.003 -0.327
C 3.623 1.892 -2.197
C 1.038 0.003 -2.538
C -3.103 -2.291 6.413
C -0.245 0.819 -2.309
C -3.670 0.292 -0.620
C 2.526 -1.589 0.523
C -2.814 -2.331 -4.069
C 0.856 2.621 -4.728
C -4.927 2.338 -0.711
H -3.951 3.979 -1.686
H -1.982 -3.922 3.674
H -3.596 -2.487 7.358
H 0.115 3.104 -5.369
H 2.887 -2.993 2.100
H 3.198 -0.267 3.911
H -5.825 2.900 -0.484
H -1.025 -4.548 -2.240
H -1.599 -3.127 1.450
H 0.917 3.161 -3.780
H 1.835 2.651 -5.213
H 6.622 -0.423 -2.870
H -0.493 -2.482 -1.007
H -5.637 0.515 0.194
H -0.131 -3.397 2.401
H -2.434 5.590 0.893
H -3.459 -2.280 -4.939
H 2.849 -4.966 0.595
H -0.329 2.307 6.207
H -1.369 5.685 -0.450
H 4.525 -1.362 -2.024
H -1.817 0.254 4.584
H -2.952 -0.172 6.749
H -0.689 0.856 -6.245
H 2.588 -0.735 1.184
H -1.046 3.259 4.170
H 3.056 -0.299 6.385
H 2.786 2.545 -1.981
H -0.094 -0.625 -5.462
H -3.125 -4.350 5.803
H -0.108 -2.271 1.024
H -3.590 -0.751 -0.334
H 1.290 1.008 7.550
H 2.530 -4.627 -1.843
H -2.508 -4.455 -4.227
H -1.907 2.715 -2.196
H 6.826 2.004 -3.297
H 0.756 -1.028 -2.719
H -2.945 -0.227 -3.674
H 2.228 -2.374 -2.749
H 4.884 3.490 -2.851
H 1.030 0.406 -6.381
H 0.015 1.740 -1.796
*
```

Results
**Relative energy (zero: lowest compared OMol25 entry of this formula, charge and spin)**: 0.8287 eV
**Electronic energy**: -78313.689 eV
**Frontier orbital gap**: 7.691 eV
**Max |F|**: 0.0293 Eh/bohr

Atomic partial charges in e from the Löwdin method, atoms 1 to 99: atom 1 (Zr): 1.69, atom 2 (S): 0.65, atom 3 (O): -0.01, atom 4 (O): -0.37, atom 5 (O): -0.31, atom 6 (O): 0.00, atom 7 (O): -0.26, atom 8 (O): -0.02, atom 9 (N): -0.16, atom 10 (N): -0.01, atom 11 (N): 0.07, atom 12 (C): -0.12, atom 13 (C): 0.01, atom 14 (C): -0.07, atom 15 (C): -0.07, atom 16 (C): -0.02, atom 17 (C): -0.09, atom 18 (C): -0.09, atom 19 (C): -0.32, atom 20 (C): -0.05, atom 21 (C): -0.15, atom 22 (C): -0.02, atom 23 (C): -0.33, atom 24 (C): -0.03, atom 25 (C): -0.14, atom 26 (C): -0.08, atom 27 (C): -0.87, atom 28 (C): 0.00, atom 29 (C): -0.01, atom 30 (C): -0.15, atom 31 (C): -0.07, atom 32 (C): -0.07, atom 33 (C): -0.14, atom 34 (C): 0.02, atom 35 (C): -0.05, atom 36 (C): -0.07, atom 37 (C): 0.00, atom 38 (C): -0.09, atom 39 (C): -0.08, atom 40 (C): -0.08, atom 41 (C): -0.32, atom 42 (C): -0.03, atom 43 (C): -0.17, atom 44 (C): -0.06, atom 45 (C): -0.57, atom 46 (C): -0.36, atom 47 (C): -0.08, atom 48 (C): -0.10, atom 49 (C): -0.07, atom 50 (C): -0.02, atom 51 (C): -0.12, atom 52 (C): -0.07, atom 53 (C): -0.21, atom 54 (C): -0.02, atom 55 (C): -0.03, atom 56 (C): -0.07, atom 57 (C): 0.02, atom 58 (C): -0.09, atom 59 (H): 0.10, atom 60 (H): 0.11, atom 61 (H): 0.11, atom 62 (H): 0.09, atom 63 (H): 0.11, atom 64 (H): 0.12, atom 65 (H): 0.10, atom 66 (H): 0.10, atom 67 (H): 0.11, atom 68 (H): 0.09, atom 69 (H): 0.10, atom 70 (H): 0.10, atom 71 (H): 0.09, atom 72 (H): 0.10, atom 73 (H): 0.10, atom 74 (H): 0.10, atom 75 (H): 0.10, atom 76 (H): 0.10, atom 77 (H): 0.11, atom 78 (H): 0.08, atom 79 (H): 0.11, atom 80 (H): 0.10, atom 81 (H): 0.11, atom 82 (H): 0.09, atom 83 (H): 0.10, atom 84 (H): 0.13, atom 85 (H): 0.10, atom 86 (H): 0.11, atom 87 (H): 0.09, atom 88 (H): 0.11, atom 89 (H): 0.04, atom 90 (H): 0.12, atom 91 (H): 0.10, atom 92 (H): 0.11, atom 93 (H): 0.10, atom 94 (H): 0.11, atom 95 (H): 0.10, atom 96 (H): 0.13, atom 97 (H): 0.13, atom 98 (H): 0.13, atom 99 (H): 0.10

---

Question: Which of these has the lowest electronic energy?
Answer: C47H42ClInO4P2STe

---

Question: The highest max |F| belongs to which entry?
Answer: C47H43N3O6SZr